{"formula": "C36H32N2O6P2S2W", "method": "wB97M-V/def2-TZVPD", "elements": ["W", "S", "P", "C", "P", "S", "C", "C", "C", "C", "C", "C", "C", "C", "C", "C", "C", "C", "C", "C", "C", "C", "C", "C", "C", "C", "C", "C", "C", "C", "H", "H", "H", "H", "H", "H", "H", "H", "H", "H", "H", "H", "H", "H", "H", "H", "H", "H", "H", "H", "O", "C", "C", "C", "N", "C", "C", "C", "O", "O", "C", "O", "O", "H", "H", "H", "C", "N", "C", "C", "C", "O", "H", "H", "H", "H", "H", "H", "H", "H", "H"], "xyz": [[0.261, -0.280, -0.156], [-1.810, -1.761, 0.249], [-2.762, -0.015, -0.075], [-1.386, 0.965, -0.121], [-0.888, 2.577, -0.049], [1.073, 2.265, 0.177], [-1.650, 3.478, 1.323], [-2.102, 4.789, 1.230], [-2.685, 5.401, 2.335], [-2.813, 4.706, 3.527], [-2.349, 3.398, 3.626], [-1.768, 2.785, 2.530], [-1.310, 3.517, -1.540], [-0.325, 4.034, -2.370], [-0.676, 4.677, -3.551], [-2.011, 4.800, -3.905], [-3.001, 4.284, -3.077], [-2.652, 3.646, -1.898], [-3.902, 0.450, 1.252], [-3.790, -0.151, 2.502], [-4.546, 0.320, 3.567], [-5.402, 1.397, 3.392], [-5.512, 2.004, 2.147], [-4.767, 1.529, 1.079], [-3.732, 0.012, -1.597], [-5.085, -0.321, -1.621], [-5.770, -0.343, -2.827], [-5.105, -0.041, -4.008], [-3.753, 0.277, -3.988], [-3.064, 0.303, -2.785], [-2.007, 5.336, 0.301], [-3.038, 6.422, 2.259], [-3.270, 5.184, 4.384], [-2.441, 2.854, 4.557], [-1.400, 1.768, 2.601], [0.715, 3.926, -2.084], [0.096, 5.082, -4.193], [-2.283, 5.297, -4.827], [-4.044, 4.373, -3.353], [-3.426, 3.240, -1.256], [-3.106, -0.981, 2.634], [-4.460, -0.154, 4.537], [-5.985, 1.768, 4.226], [-6.177, 2.847, 2.008], [-4.866, 1.998, 0.106], [-5.603, -0.560, -0.700], [-6.821, -0.600, -2.845], [-5.641, -0.061, -4.948], [-3.232, 0.502, -4.910], [-2.006, 0.535, -2.759], [2.042, -6.195, 0.193], [1.710, -4.890, 0.150], [1.720, -4.073, 1.286], [1.357, -2.752, 1.136], [0.981, -2.283, -0.043], [0.997, -3.035, -1.136], [1.367, -4.355, -1.098], [0.616, -2.242, -2.380], [0.740, -2.728, -3.484], [0.220, -1.045, -2.100], [1.329, -1.697, 2.237], [1.685, -1.942, 3.374], [0.916, -0.557, 1.771], [2.257, -6.455, 1.096], [2.006, -4.427, 2.270], [1.402, -4.949, -2.000], [1.908, 1.121, -3.189], [3.217, 1.000, -2.546], [4.378, 1.476, -3.294], [3.354, 0.382, -1.372], [4.727, 0.256, -0.766], [2.408, -0.073, -0.708], [1.906, 2.026, -3.794], [1.136, 1.197, -2.432], [1.697, 0.256, -3.817], [4.023, 2.090, -4.116], [4.957, 0.651, -3.712], [5.026, 2.090, -2.671], [5.536, 0.216, -1.489], [4.736, -0.637, -0.147], [4.884, 1.115, -0.109]], "total_charge": 0}

=====

{"formula": "C36H32N2O6P2S2W", "method": "wB97M-V/def2-TZVPD", "elements": ["W", "S", "P", "C", "P", "S", "C", "C", "C", "C", "C", "C", "C", "C", "C", "C", "C", "C", "C", "C", "C", "C", "C", "C", "C", "C", "C", "C", "C", "C", "H", "H", "H", "H", "H", "H", "H", "H", "H", "H", "H", "H", "H", "H", "H", "H", "H", "H", "H", "H", "O", "C", "C", "C", "N", "C", "C", "C", "O", "O", "C", "O", "O", "H", "H", "H", "C", "N", "C", "C", "C", "O", "H", "H", "H", "H", "H", "H", "H", "H", "H"], "xyz": [[1.560, 1.117, -0.026], [1.261, 2.056, 2.320], [-0.262, 0.781, 1.955], [-0.127, -0.251, 0.491], [1.145, -1.581, 0.315], [2.913, -0.673, 0.999], [-0.072, -2.044, -2.707], [0.836, -3.071, -2.467], [0.380, -4.335, -2.135], [-0.983, -4.571, -2.019], [-1.892, -3.547, -2.249], [-1.438, -2.287, -2.601], [0.676, -2.865, 1.532], [1.582, -3.407, 2.436], [1.238, -4.520, 3.194], [-0.013, -5.102, 3.052], [-0.924, -4.563, 2.150], [-0.580, -3.456, 1.393], [-0.482, -0.341, 3.350], [0.554, -0.563, 4.247], [0.387, -1.481, 5.275], [-0.811, -2.165, 5.407], [-1.851, -1.935, 4.514], [-1.687, -1.027, 3.483], [-1.803, 1.728, 1.801], [-2.708, 1.480, 0.774], [-3.887, 2.214, 0.701], [-4.169, 3.180, 1.656], [-3.267, 3.423, 2.687], [-2.085, 2.704, 2.754], [1.900, -2.876, -2.506], [1.087, -5.131, -1.942], [-1.337, -5.555, -1.739], [-2.954, -3.732, -2.151], [-2.126, -1.472, -2.781], [2.557, -2.948, 2.555], [1.950, -4.931, 3.899], [-0.280, -5.970, 3.642], [-1.904, -5.011, 2.036], [-1.288, -3.042, 0.681], [1.490, -0.033, 4.122], [1.200, -1.668, 5.965], [-0.938, -2.884, 6.206], [-2.785, -2.473, 4.617], [-2.490, -0.858, 2.774], [-2.484, 0.728, 0.030], [-4.587, 2.022, -0.102], [-5.091, 3.745, 1.601], [-3.486, 4.173, 3.436], [-1.372, 2.905, 3.545], [4.583, -0.623, -5.304], [3.873, -0.199, -4.242], [4.356, 0.710, -3.314], [3.550, 1.048, -2.253], [2.314, 0.551, -2.065], [1.825, -0.271, -3.004], [2.579, -0.678, -4.088], [0.354, -0.667, -3.067], [-0.412, 0.134, -3.550], [-0.213, 0.475, -0.693], [4.037, 2.088, -1.252], [5.069, 2.681, -1.473], [3.235, 2.271, -0.253], [5.458, -0.219, -5.297], [5.334, 1.172, -3.378], [2.156, -1.345, -4.827], [0.441, 3.297, -3.216], [-0.415, 3.979, -2.252], [-1.450, 4.842, -2.798], [-0.203, 3.844, -0.944], [-0.978, 4.701, 0.019], [0.632, 3.050, -0.486], [0.620, 3.970, -4.055], [-0.014, 2.374, -3.570], [1.392, 3.061, -2.747], [-1.810, 4.401, -3.725], [-1.064, 5.841, -3.015], [-2.291, 4.923, -2.116], [-0.946, 5.754, -0.262], [-0.542, 4.562, 1.004], [-2.023, 4.384, 0.054]], "s_squared": 2.022, "total_charge": 0, "spin_multiplicity": 3}

=====

{"formula": "C36H32N2O7P", "method": "wB97M-V/def2-TZVPD", "elements": ["C", "C", "O", "N", "P", "C", "C", "O", "N", "C", "C", "C", "C", "O", "H", "H", "H", "H", "H", "H", "H", "H", "H", "H", "H", "H", "H", "H", "H", "H", "C", "C", "C", "C", "C", "C", "C", "O", "C", "C", "C", "C", "C", "C", "C", "O", "H", "H", "H", "H", "H", "H", "H", "H", "C", "C", "C", "C", "C", "C", "C", "O", "C", "C", "C", "C", "C", "C", "C", "O", "H", "H", "H", "H", "H", "H", "H", "H"], "xyz": [[3.133, -0.779, 1.006], [1.681, -1.581, 0.805], [1.108, -2.013, 1.940], [1.163, -1.800, -0.598], [-0.135, -3.017, -0.684], [-1.898, -2.315, -0.898], [-2.385, -1.294, 0.299], [-1.642, -0.874, 1.327], [-3.830, -0.827, 0.253], [-3.998, 0.595, 0.740], [-4.769, -1.798, 0.934], [0.821, -0.513, -1.313], [0.729, 0.985, -0.654], [0.613, -0.609, -2.653], [3.181, -0.324, 2.084], [3.994, -1.599, 0.945], [3.356, -0.018, 0.141], [-0.022, -3.923, 0.433], [0.140, -3.821, -1.883], [-2.638, -3.250, -0.845], [-2.106, -1.835, -1.971], [-4.772, 1.110, -0.008], [-3.031, 1.253, 0.698], [-4.487, 0.618, 1.827], [-5.801, -1.801, 0.342], [-4.293, -2.871, 0.846], [-4.974, -1.570, 2.071], [1.796, 1.421, -0.354], [-0.003, 1.077, 0.255], [0.338, 1.718, -1.511], [7.074, -0.958, -9.401], [6.989, -2.324, -9.668], [6.288, -3.163, -8.800], [5.680, -2.636, -7.655], [5.785, -1.274, -7.375], [6.474, -0.431, -8.257], [5.189, -0.716, -6.144], [5.278, 0.481, -5.900], [4.492, -1.621, -5.209], [3.973, -1.115, -4.010], [3.301, -1.962, -3.126], [3.138, -3.311, -3.440], [3.659, -3.819, -4.631], [4.346, -2.974, -5.512], [4.925, -3.528, -6.752], [4.786, -4.715, -7.027], [7.612, -0.302, -10.082], [7.468, -2.737, -10.553], [6.222, -4.228, -9.018], [6.548, 0.636, -8.052], [4.093, -0.062, -3.759], [2.903, -1.568, -2.193], [2.609, -3.970, -2.755], [3.533, -4.874, -4.867], [-2.321, 0.574, 4.317], [-2.535, -0.057, 5.542], [-3.153, 0.635, 6.585], [-3.547, 1.967, 6.407], [-3.310, 2.605, 5.190], [-2.705, 1.903, 4.138], [-3.675, 4.024, 5.006], [-3.471, 4.585, 3.937], [-4.283, 4.761, 6.133], [-4.582, 6.122, 5.992], [-5.169, 6.823, 7.047], [-5.467, 6.166, 8.241], [-5.165, 4.811, 8.386], [-4.563, 4.109, 7.333], [-4.215, 2.686, 7.509], [-4.473, 2.108, 8.559], [-1.847, 0.032, 3.501], [-2.224, -1.089, 5.686], [-3.322, 0.135, 7.537], [-2.530, 2.391, 3.181], [-4.355, 6.642, 5.062], [-5.395, 7.881, 6.938], [-5.931, 6.709, 9.061], [-5.397, 4.305, 9.322]], "total_charge": 1}

=====

{"formula": "C36H32N3O6PS3Ta", "method": "wB97M-V/def2-TZVPD", "elements": ["Ta", "O", "C", "C", "C", "C", "C", "C", "C", "O", "N", "O", "O", "H", "H", "H", "H", "C", "C", "C", "C", "C", "C", "C", "C", "C", "C", "C", "C", "C", "C", "C", "N", "H", "H", "H", "H", "H", "H", "H", "H", "H", "H", "C", "C", "C", "C", "C", "C", "C", "C", "C", "S", "C", "N", "H", "H", "H", "H", "H", "H", "H", "H", "C", "C", "O", "P", "S", "S", "O", "C", "C", "H", "H", "H", "H", "H", "H", "H", "H", "H", "H"], "xyz": [[0.639, 0.598, 0.546], [3.276, -0.444, 0.222], [3.786, -1.333, 0.864], [3.182, -1.903, 2.066], [4.006, -2.653, 2.897], [3.534, -3.093, 4.110], [2.247, -2.786, 4.527], [1.416, -2.075, 3.691], [1.839, -1.648, 2.416], [0.959, -1.070, 1.626], [4.414, -3.880, 4.986], [3.996, -4.170, 6.091], [5.495, -4.220, 4.541], [4.776, -1.731, 0.576], [5.023, -2.875, 2.602], [1.916, -3.106, 5.505], [0.422, -1.816, 4.018], [3.678, 3.393, -1.299], [3.993, 2.778, -2.501], [3.334, 1.615, -2.853], [2.357, 1.079, -2.016], [2.019, 1.677, -0.787], [2.721, 2.842, -0.457], [1.711, -0.195, -2.386], [1.567, -0.562, -3.752], [0.876, -1.681, -4.079], [0.375, -2.517, -3.054], [-0.314, -3.722, -3.326], [-0.732, -4.525, -2.305], [-0.455, -4.160, -0.969], [0.193, -2.993, -0.681], [0.591, -2.121, -1.722], [1.206, -0.927, -1.407], [4.195, 4.298, -1.001], [4.757, 3.189, -3.149], [3.612, 1.105, -3.767], [2.529, 3.318, 0.493], [1.950, 0.095, -4.518], [0.706, -1.948, -5.116], [-0.487, -4.001, -4.358], [-1.251, -5.451, -2.515], [-0.761, -4.816, -0.163], [0.419, -2.710, 0.336], [-1.730, -1.694, 2.552], [-2.236, -1.739, 1.148], [-3.300, -2.647, 0.885], [-3.857, -2.701, -0.347], [-3.424, -1.785, -1.334], [-4.059, -1.710, -2.594], [-3.673, -0.766, -3.500], [-2.652, 0.138, -3.165], [-1.994, 0.074, -1.955], [-0.752, 1.262, -1.670], [-2.362, -0.920, -1.003], [-1.726, -0.965, 0.218], [-2.558, -1.881, 3.236], [-1.276, -0.735, 2.788], [-0.983, -2.473, 2.703], [-3.642, -3.289, 1.686], [-4.656, -3.396, -0.578], [-4.871, -2.394, -2.809], [-4.162, -0.688, -4.462], [-2.367, 0.913, -3.866], [-5.107, 3.672, 1.123], [-3.752, 4.339, 1.135], [-3.013, 3.848, 2.272], [-1.445, 3.484, 2.232], [1.363, 1.770, 2.258], [-1.509, 1.889, 0.717], [-0.944, 4.758, 1.358], [0.382, 4.788, 0.809], [0.552, 6.085, 0.058], [-5.730, 4.104, 0.338], [-5.610, 3.810, 2.080], [-5.004, 2.602, 0.937], [-3.834, 5.422, 1.233], [-3.194, 4.123, 0.223], [0.502, 3.929, 0.146], [1.112, 4.691, 1.616], [-0.158, 6.146, -0.768], [1.562, 6.144, -0.350], [0.393, 6.939, 0.717]], "s_squared": 0.763, "total_charge": 0, "spin_multiplicity": 2}

=====

{"formula": "C36H32N3P2SW", "method": "wB97M-V/def2-TZVPD", "elements": ["W", "C", "P", "C", "C", "C", "C", "C", "C", "C", "C", "C", "C", "C", "C", "C", "C", "C", "C", "C", "P", "C", "C", "C", "C", "C", "C", "C", "C", "C", "C", "C", "C", "N", "H", "H", "H", "H", "H", "H", "H", "H", "H", "H", "H", "H", "H", "H", "H", "H", "H", "H", "H", "H", "H", "H", "H", "H", "H", "H", "N", "C", "S", "C", "C", "C", "N", "C", "C", "H", "H", "H", "H", "H", "H"], "xyz": [[0.050, -0.208, 0.244], [-3.261, 0.278, -0.141], [-1.752, 0.276, -1.113], [-2.064, 0.091, -2.830], [-3.184, -0.605, -3.310], [-3.377, -0.717, -4.674], [-2.484, -0.114, -5.555], [-1.380, 0.591, -5.084], [-1.159, 0.686, -3.725], [0.637, -0.950, -1.534], [0.509, -1.929, -2.523], [1.544, -2.071, -3.423], [2.679, -1.247, -3.361], [2.796, -0.248, -2.410], [1.747, -0.109, -1.505], [-2.863, -0.163, 1.224], [-3.599, -0.323, 2.344], [-2.716, -0.776, 3.380], [-1.471, -0.847, 2.859], [-0.206, -1.314, 3.497], [1.110, -1.229, 2.269], [2.718, -1.226, 3.033], [3.338, -2.436, 3.358], [4.529, -2.421, 4.064], [5.099, -1.212, 4.445], [4.479, -0.010, 4.131], [3.288, -0.013, 3.425], [0.970, -2.597, 1.100], [2.128, -3.019, 0.406], [2.053, -4.066, -0.479], [0.828, -4.702, -0.717], [-0.320, -4.286, -0.068], [-0.260, -3.235, 0.843], [-1.493, -0.459, 1.491], [-4.027, -0.352, -0.598], [-3.657, 1.302, -0.156], [-3.894, -1.067, -2.637], [-4.230, -1.261, -5.055], [-2.656, -0.189, -6.620], [-0.703, 1.069, -5.779], [-0.301, 1.235, -3.353], [-0.371, -2.556, -2.577], [1.487, -2.827, -4.194], [3.469, -1.385, -4.088], [3.648, 0.416, -2.394], [1.773, 0.741, -0.802], [-4.659, -0.151, 2.439], [-2.999, -1.039, 4.386], [-0.269, -2.333, 3.890], [0.100, -0.671, 4.328], [2.896, -3.385, 3.079], [5.011, -3.354, 4.321], [6.029, -1.210, 4.997], [4.926, 0.926, 4.438], [2.803, 0.928, 3.189], [3.079, -2.534, 0.588], [2.945, -4.413, -0.984], [0.785, -5.540, -1.401], [-1.261, -4.793, -0.235], [-1.147, -2.970, 1.404], [0.597, 5.805, 4.110], [1.390, 5.458, 3.096], [2.635, 6.369, 2.531], [1.072, 4.166, 2.399], [-0.212, 3.629, 2.356], [-0.449, 2.474, 1.639], [0.521, 1.815, 0.970], [1.774, 2.327, 1.041], [2.076, 3.484, 1.717], [0.740, 6.686, 4.582], [-0.121, 5.203, 4.476], [-1.062, 4.111, 2.818], [-1.451, 2.074, 1.573], [2.562, 1.798, 0.522], [3.091, 3.856, 1.707]], "total_charge": 3}

=====

{"formula": "C36H32NO3P2Pr", "method": "wB97M-V/def2-TZVPD", "elements": ["C", "C", "C", "C", "C", "C", "P", "C", "C", "C", "C", "C", "C", "Pr", "P", "C", "C", "C", "C", "C", "C", "C", "C", "C", "C", "C", "C", "C", "C", "C", "C", "C", "C", "C", "C", "C", "C", "C", "C", "H", "H", "H", "H", "H", "H", "H", "H", "H", "H", "H", "H", "H", "H", "H", "H", "H", "H", "H", "H", "H", "H", "H", "H", "H", "H", "H", "H", "H", "H", "H", "H", "O", "N", "O", "O"], "xyz": [[0.728, -1.035, -2.158], [-0.280, -1.582, -1.348], [-1.591, -1.594, -1.840], [-1.856, -1.284, -3.163], [-0.810, -0.882, -4.004], [0.480, -0.719, -3.485], [0.024, -1.840, 0.414], [-1.274, -2.977, 0.986], [-2.330, -2.533, 1.807], [-3.359, -3.422, 2.104], [-3.318, -4.736, 1.619], [-2.245, -5.189, 0.835], [-1.226, -4.298, 0.539], [-0.223, 0.128, 2.319], [0.042, 1.865, 0.236], [-1.387, 1.863, -0.823], [-1.223, 2.153, -2.180], [-2.314, 2.201, -3.029], [-3.586, 1.892, -2.520], [-3.744, 1.491, -1.184], [-2.647, 1.447, -0.343], [-0.222, 3.148, 1.512], [0.592, 3.156, 2.673], [0.417, 4.196, 3.583], [-0.576, 5.151, 3.378], [-1.440, 5.082, 2.279], [-1.271, 4.065, 1.359], [1.644, 2.079, -0.468], [2.706, 1.169, -0.271], [3.940, 1.446, -0.828], [4.125, 2.636, -1.553], [3.081, 3.569, -1.700], [1.849, 3.283, -1.141], [1.599, -2.697, 0.555], [2.077, -3.442, -0.524], [3.275, -4.136, -0.445], [4.022, -4.050, 0.739], [3.579, -3.263, 1.812], [2.375, -2.575, 1.727], [1.398, 2.415, 2.796], [1.096, 4.269, 4.438], [-0.680, 5.969, 4.082], [-2.217, 5.835, 2.144], [-1.936, 3.966, 0.501], [-0.222, 2.326, -2.570], [-2.199, 2.479, -4.084], [-4.461, 1.958, -3.164], [-4.743, 1.229, -0.804], [-2.759, 1.096, 0.685], [2.555, 0.269, 0.323], [4.766, 0.724, -0.715], [5.096, 2.827, -2.004], [3.244, 4.500, -2.258], [1.035, 4.004, -1.212], [1.510, -3.493, -1.449], [3.629, -4.754, -1.277], [4.952, -4.601, 0.838], [4.173, -3.208, 2.735], [2.012, -1.962, 2.559], [-2.355, -1.493, 2.172], [-4.212, -3.078, 2.707], [-4.136, -5.407, 1.858], [-2.233, -6.221, 0.463], [-0.386, -4.625, -0.071], [-2.409, -1.817, -1.158], [-2.875, -1.357, -3.561], [-0.996, -0.679, -5.057], [1.286, -0.356, -4.138], [1.704, -0.829, -1.728], [-0.061, 0.140, -6.984], [0.688, 0.132, -6.918], [-0.004, 1.130, 6.466], [0.011, -0.001, 6.020], [-0.011, -1.128, 6.497], [0.103, -0.024, 4.400]], "s_squared": 2.009, "total_charge": 2, "spin_multiplicity": 3}

=====

Table of max |F| (eV Å⁻¹), in record order: 1.57, 1.07, 8.81, 0.59, 0.71, 4.10
Table of electronic energy (Eh), in record order: -3498.34301, -3498.30423, -2368.13749, -3599.76314, -2702.31293, -2870.52686